ORCA calculation (ωB97M-V/def2-TZVPD) on a molecular structure, C16H9Cl5N2O2S2V.

Geometry (Å):
V  0.0376  -0.1630  -0.0337
O  4.2857  -0.6924  -0.1290
C  4.6193  0.6096  -0.0672
C  5.9918  0.8831  -0.0633
C  6.4567  2.1750  -0.0050
C  5.5673  3.2517  0.0525
C  4.2206  2.9995  0.0491
C  3.7129  1.6843  -0.0108
C  2.2675  1.5524  -0.0131
O  1.7816  0.2643  -0.0298
N  1.4193  2.5084  0.0037
N  0.0922  2.0539  0.0168
C  -0.7384  3.0540  0.0331
S  -0.2154  4.7005  -0.0580
C  -1.8765  5.4055  0.1348
C  -2.8811  4.4502  -0.4763
S  -2.4572  2.7937  0.1242
H  3.3275  -0.7899  -0.1095
H  6.6681  0.0409  -0.1076
H  7.5240  2.3526  -0.0030
H  5.9330  4.2671  0.1000
H  3.5115  3.8146  0.0945
H  -1.8835  6.3673  -0.3758
H  -2.0768  5.5653  1.1935
H  -2.8407  4.4575  -1.5643
H  -3.8967  4.6656  -0.1490
Cl  -2.3521  -0.4309  -0.0085
C  -1.6897  -2.1630  -0.0049
C  -0.3305  -2.1839  -0.0241
C  0.2607  -3.4433  -0.0357
Cl  1.9774  -3.5502  -0.0633
C  -0.5325  -4.5891  -0.0248
Cl  0.1906  -6.1358  -0.0384
C  -1.9383  -4.4809  -0.0027
Cl  -2.9046  -5.8884  0.0113
C  -2.5644  -3.2308  0.0071
Cl  -4.2567  -3.0364  0.0311

Cartesian forces (eV/Å) of the 3 atoms listed first:
V 1.045 0.723 0.005
O 0.002 -0.072 -0.001
C 0.103 0.234 0.008

⟨S²⟩: 2.022
LUMO level (alpha / beta) (hartree): -0.1934 / -0.1742
Charge: +1
E (a.u.): -4916.1906
Multiplicity: 3
HOMO-LUMO gap (alpha / beta) (eV): 5.87 / 6.40
Energy above the lowest of the compared OMol25 structures with the same formula, charge and spin (eV): 0.754
E_HOMO (alpha / beta) (eV): -11.13 / -11.14

Charge distribution, Mulliken scheme, values in e: V 0.833; O -0.629; C 0.526; C -0.728; C -0.330; C -0.768; C -0.651; C 0.353; C 0.982; O -0.757; N -0.394; N -0.157; C 0.154; S 0.044; C -0.559; C -0.570; S -0.098; H 0.341; H 0.441; H 0.391; H 0.415; H 0.463; H 0.388; H 0.333; H 0.331; H 0.392; Cl -0.401; C 2.357; C -1.666; C 1.067; Cl -0.175; C -0.453; Cl -0.133; C 1.042; Cl -0.139; C -1.090; Cl -0.156